No. 1
{"formula": "C27H54MnN5O5", "method": "ωB97M-V/def2-TZVPD", "homo_ev": [-9.93, -9.93], "s2": 8.75, "total_charge": 1, "spin_multiplicity": 6, "orbital_gap_ha": [0.283, 0.283], "e_lumo_ev": [-2.230, -2.239], "species": ["Mn", "C", "C", "C", "O", "H", "H", "H", "H", "H", "H", "H", "C", "C", "C", "C", "N", "H", "H", "H", "H", "H", "H", "H", "C", "O", "C", "C", "N", "C", "C", "O", "C", "H", "H", "H", "H", "H", "H", "H", "H", "H", "H", "H", "H", "H", "H", "H", "C", "O", "C", "C", "N", "C", "C", "O", "C", "H", "H", "H", "H", "H", "H", "H", "H", "H", "H", "H", "H", "H", "H", "H", "N", "C", "C", "C", "C", "H", "H", "H", "H", "H", "N", "C", "C", "C", "C", "H", "H", "H", "H", "H"], "coordinates": [[-1.476633, -1.841552, 0.254194], [-0.441033, 2.454138, 0.701444], [-0.012183, 0.952908, 0.574374], [1.409257, 1.056518, 0.971754], [-0.963243, -0.015772, 1.048604], [-0.575823, 2.774908, 1.734414], [-1.392163, 2.660368, 0.210604], [0.315527, 3.079308, 0.227224], [0.168787, 0.777858, -0.486146], [2.015567, 0.245058, 0.569234], [1.571317, 1.173338, 2.043294], [2.011377, 1.908258, 0.655374], [2.543747, 6.063348, -1.762706], [1.639527, 6.070818, -0.577856], [0.147167, 6.522778, -0.797076], [-0.573653, 5.855748, -1.910696], [-1.229603, 5.462738, -2.795246], [2.928737, 6.996588, -2.173716], [2.115917, 5.490448, -2.585416], [3.461257, 5.589048, -1.414386], [2.154787, 6.727198, 0.123414], [1.534717, 5.044448, -0.226166], [-0.011713, 7.589928, -0.952106], [-0.416693, 6.201038, 0.078514], [1.481767, -3.227272, 0.891694], [0.507927, -2.601362, 0.025384], [0.982557, -2.269132, -1.318556], [-0.136723, -2.147602, -2.376416], [-1.204483, -1.302772, -1.858876], [-2.488023, -1.247572, -2.698526], [-2.437373, -0.343352, -3.943506], [-1.899383, 0.856808, -3.376446], [-1.806603, 2.020218, -4.150276], [0.996887, -4.019622, 1.461934], [1.858927, -2.493782, 1.604324], [2.240547, -3.738732, 0.299444], [1.625067, -3.041102, -1.742036], [1.552677, -1.345852, -1.215586], [-0.560333, -3.133432, -2.568176], [0.324447, -1.745912, -3.278676], [-0.814843, -0.379242, -1.982826], [-3.416693, -1.045462, -2.164826], [-2.670593, -2.226322, -3.142146], [-3.390313, -0.051482, -4.384876], [-1.904263, -0.825142, -4.763116], [-1.079143, 2.647438, -3.635016], [-2.802743, 2.461738, -4.179716], [-1.479083, 1.788788, -5.163826], [-4.272093, -0.979482, 1.815324], [-3.705763, -1.837202, 0.832574], [-4.465273, -2.937822, 0.404264], [-3.616353, -3.756592, -0.685356], [-2.155413, -3.882162, -0.249306], [-1.972373, -4.751942, 0.904114], [-2.027883, -4.084842, 2.308564], [-1.439263, -2.752432, 2.269744], [-0.658843, -2.341542, 3.368164], [-4.612993, -1.264272, 2.810704], [-5.088973, -0.343672, 1.473934], [-3.476613, -0.246452, 1.949434], [-5.438363, -2.719022, -0.035406], [-4.566273, -3.684572, 1.191824], [-3.679733, -3.227212, -1.636056], [-4.012793, -4.761192, -0.832786], [-1.564623, -4.320322, -0.941466], [-0.928363, -5.028832, 0.757554], [-2.638503, -5.614382, 0.927924], [-1.410473, -4.805442, 2.844884], [-3.074773, -4.117452, 2.610294], [-0.424503, -1.284052, 3.246144], [0.170157, -2.993232, 3.644104], [-1.251793, -2.218332, 4.274444], [2.317597, -2.682972, 5.581614], [1.583977, -1.784012, 6.197894], [1.459807, -0.674802, 5.337554], [2.135357, -0.974132, 4.199194], [2.688897, -2.195362, 4.307094], [2.622307, -3.558652, 5.982144], [1.122757, -2.008492, 7.148314], [0.998647, 0.287328, 5.504984], [2.360477, -0.383582, 3.323434], [3.300227, -2.843452, 3.696634], [3.567977, 2.684758, -1.893476], [3.705457, 2.873718, -3.227046], [4.983027, 3.039398, -3.487786], [5.699877, 3.206018, -2.324816], [4.817657, 2.829818, -1.312876], [2.664737, 2.679428, -1.441546], [2.914237, 2.634018, -3.921956], [5.369987, 3.165318, -4.488186], [6.727437, 3.394638, -2.051066], [4.866277, 2.834148, -0.233986]], "forces_ev_per_a": [[0.06, 2.00, 1.13], [-1.25, -0.63, -0.34], [-1.73, 1.36, -1.13], [2.43, -1.37, 1.93], [1.63, 0.72, -0.12], [0.25, -0.19, 0.19], [-0.12, -0.09, -0.11], [-0.08, 0.05, 0.03], [-0.74, 0.05, -0.91], [0.08, -0.62, 0.48], [-0.15, -0.59, 0.37], [-0.79, 0.46, -0.74], [0.82, -0.55, -0.93], [-1.24, 0.79, -0.38], [0.25, -0.65, -0.12], [-0.90, -0.30, -1.70], [1.49, 0.51, 1.86], [-0.66, 0.42, 0.23], [0.19, -0.10, -0.11], [0.10, -0.43, -0.30], [-0.63, -0.24, 0.67], [0.39, 0.07, 0.41], [0.25, 0.04, 0.12], [0.00, 0.35, 0.24], [-0.42, -0.04, -0.15], [0.70, -0.82, -1.45], [0.03, 0.01, 0.04], [-0.06, -0.50, 1.06], [-1.70, 0.74, -1.47], [0.07, -1.10, -1.37], [0.29, 1.55, 1.33], [0.88, -1.41, 0.18], [-0.26, -0.11, -0.23], [-0.30, 0.14, 0.03], [0.26, 0.00, -0.24], [0.23, 0.40, 0.01], [0.33, -0.16, 0.50], [0.01, 0.13, -0.21], [0.16, -0.12, -0.23], [0.01, -0.14, -0.18], [-0.31, 0.84, 0.61], [0.58, 0.43, 0.74], [0.25, -0.49, 0.32], [-0.59, -0.60, 0.32], [0.83, 0.35, -0.03], [-0.28, 0.27, -0.26], [0.11, 0.51, -0.16], [0.15, 0.13, -0.13], [0.45, 2.48, 0.07], [-0.79, -0.45, -0.01], [1.37, -2.28, -1.08], [0.61, 0.87, 0.69], [-2.24, 0.21, -0.18], [1.08, 0.89, 0.63], [0.48, -0.01, -1.38], [-0.73, -1.88, -0.40], [-0.60, 1.03, 1.67], [0.45, -1.47, -0.16], [-0.30, -0.44, -0.83], [0.16, -0.05, 0.33], [0.00, 0.37, 0.15], [-0.51, 0.36, 0.51], [0.27, -0.14, 0.11], [-0.37, 0.06, 0.18], [-0.46, 0.30, -0.68], [-0.06, -0.71, 0.33], [0.06, -0.21, -0.16], [-0.15, 0.44, 0.89], [0.21, 0.56, 0.69], [0.70, -0.33, -0.86], [0.18, 0.07, -0.56], [-0.56, -0.67, 0.17], [1.46, -1.19, -2.11], [-1.57, 2.23, 0.36], [-1.18, 0.21, 2.45], [1.74, 0.25, -2.62], [0.35, -2.46, 1.76], [-0.12, 0.19, -0.17], [0.17, 0.28, 0.03], [-0.23, -0.27, 0.36], [-0.44, 0.33, 0.15], [0.03, 0.38, -0.14], [0.04, -0.03, 0.63], [-2.69, -1.49, -0.26], [2.52, 1.68, -3.17], [0.18, -1.50, 3.34], [-0.88, 1.22, -0.03], [0.40, -0.20, 0.20], [-0.13, 0.30, 0.13], [0.05, -0.01, 0.01], [0.08, 0.03, -0.73], [0.34, -0.01, -0.08]]}

No. 2
{"formula": "C3H8IN2", "method": "ωB97M-V/def2-TZVPD", "homo_ev": [-10.05, -10.06], "total_charge": 1, "spin_multiplicity": 1, "orbital_gap_ha": [0.157, 0.157], "relative_energy_kcal_mol": 86.97, "e_lumo_ev": [-5.776, -5.774], "species": ["C", "C", "C", "N", "N", "I", "H", "H", "H", "H", "H", "H", "H", "H"], "coordinates": [[1.163628, -0.300701, -0.653506], [1.908830, -1.760531, 1.054009], [-2.788495, 1.313928, 0.034303], [2.074700, -0.843579, 0.116057], [-1.658969, 1.572118, -0.618132], [-3.518225, -0.652051, 0.333098], [0.169248, -0.567577, -0.520595], [1.427477, 0.235549, -1.641357], [0.911776, -1.896205, 1.263642], [2.855983, -2.007012, 1.628668], [-3.144258, 2.061144, 0.706522], [3.028706, -0.592158, 0.116371], [-1.118050, 0.930501, -1.272447], [-1.312356, 2.506576, -0.546633]], "forces_ev_per_a": [[0.99, 2.87, -3.28], [3.21, 0.93, 0.19], [2.96, -2.13, -0.80], [-0.17, -1.61, 1.27], [-2.06, -1.48, 0.02], [0.39, 1.50, -0.52], [-1.47, -0.92, 0.36], [-0.07, -0.99, 2.06], [-1.83, -1.22, 1.03], [-1.92, 0.11, -0.55], [-0.49, 0.67, 0.06], [1.15, 0.82, -1.11], [-1.10, 0.78, 1.34], [0.43, 0.68, -0.07]]}

No. 3
{"formula": "C4H12N2O", "method": "ωB97M-V/def2-TZVPD", "homo_ev": -6.14, "smiles": "N/C=C/N.CCO", "spin_multiplicity": 1, "orbital_gap_ha": 0.239, "relative_energy_kcal_mol": 116.41, "e_lumo_ev": 0.362, "species": ["N", "C", "C", "N", "H", "H", "H", "H", "H", "H", "C", "C", "O", "H", "H", "H", "H", "H", "H"], "coordinates": [[-1.006262, 1.808551, -1.243958], [-0.943149, 1.938052, 0.231200], [-1.750103, 1.327851, 1.107312], [-1.474950, 0.107420, 1.769388], [-1.914635, 1.500924, -1.558682], [-0.803122, 2.727262, -1.659324], [-0.108906, 2.551925, 0.555999], [-2.676301, 1.767444, 1.456747], [-0.807394, -0.484803, 1.293055], [-2.339509, -0.365415, 2.038070], [1.984538, -2.179095, 0.110377], [1.459374, -1.210478, -0.934059], [0.210101, -0.597960, -0.568383], [3.063772, -2.435046, -0.207536], [1.340609, -3.065307, 0.171034], [2.044618, -1.717737, 1.091372], [2.215168, -0.385052, -0.990773], [1.386389, -1.645000, -1.930624], [0.119758, 0.356457, -0.731206]], "forces_ev_per_a": [[-0.76, 2.45, 1.68], [2.66, 1.31, -2.14], [-1.94, -2.86, 1.63], [-0.12, 1.79, 0.49], [-0.39, -0.22, -0.13], [-0.12, -0.41, -0.23], [1.21, -1.37, -0.08], [-1.43, -0.73, -1.23], [0.07, 0.15, -0.16], [0.69, 0.40, 0.24], [0.96, -0.40, -0.87], [0.51, 2.25, 0.36], [0.07, -1.36, 0.40], [-1.71, -0.01, 0.53], [0.39, 0.02, 0.02], [-0.07, 0.14, 0.07], [-0.41, -0.57, -0.21], [-0.08, -0.25, 0.03], [0.48, -0.32, -0.42]]}